A structure of composition C11H23CdN2O4P2 at a distorted geometry, computed with ωB97M-V with the def2-TZVPD basis set.

Maximum force   3.4 eV/Å
DFT total energy   -46081.4625 eV
Kohn-Sham gap   5.46 eV

```
! RIJCOSX wB97M-V def2-TZVPD def2/J DEFGRID3
* xyz 1 1
H 3.206 -2.295 -1.526
H -0.896 4.243 0.886
C 2.707 -1.542 -0.880
H -0.120 -4.028 -1.222
O -2.676 0.339 -4.598
H 1.925 -2.821 2.037
C 2.489 -0.276 -1.705
H -3.041 1.828 -1.212
C 1.704 -3.374 1.106
H 0.172 -1.306 0.066
H 2.611 -3.940 0.797
H -2.854 3.460 -0.441
N 0.537 -0.016 3.550
H 1.621 2.749 -3.882
H 4.273 -0.529 -2.889
C -0.034 2.329 -1.692
N 1.459 0.485 -1.373
O -2.799 -2.541 -1.322
H 3.766 1.486 -4.335
C 3.382 0.074 -2.738
H 0.896 -4.097 1.310
H -0.447 3.088 -2.359
C 3.091 1.189 -3.525
C 1.117 1.592 -2.116
P 1.174 -2.269 -0.208
C 0.656 -3.332 -1.578
P -0.885 2.106 -0.187
H 0.769 3.576 0.661
C -2.677 2.375 -0.330
H 3.399 -1.306 -0.047
H -2.356 -0.149 -5.361
O 1.346 0.380 2.662
H -0.224 2.995 2.028
H -2.091 -3.034 -0.898
C 1.935 1.916 -3.251
Cd -0.127 0.173 0.872
H -3.226 1.992 0.544
H 0.265 -2.708 -2.390
C -0.253 3.359 0.990
O -0.565 -0.463 3.102
H -2.173 -1.898 -1.654
H 1.540 -3.907 -1.928
H -3.592 0.430 -4.785
*
```

A structure of composition C11H23ClNNiO6P2 at a distorted geometry, computed with ωB97M-V with the def2-TZVPD basis set.

Maximum force   2.7 eV/Å
DFT total energy   -97683.8078 eV
Kohn-Sham gap (spin up / spin down)   6.77 / 5.17 eV

```
! RIJCOSX wB97M-V def2-TZVPD def2/J DEFGRID3
* xyz 1 3
H 0.714 -2.830 1.329
P 1.796 -0.823 0.638
H -1.166 1.853 -1.949
O -0.591 4.656 -0.225
H -2.553 1.542 1.833
C 1.562 -2.251 1.702
O 1.405 -0.737 4.764
H 2.532 0.441 2.486
H -3.022 -1.629 -0.652
C -2.951 0.664 1.304
P -1.994 0.475 -0.209
O -0.980 -0.779 4.945
H -1.162 5.438 -0.376
H -0.533 4.610 0.746
O 0.096 0.882 3.586
C -1.365 -2.406 -3.044
C -0.174 -2.928 -3.548
H 2.304 3.483 -2.440
H -2.944 2.068 -1.768
C 1.076 -1.757 -1.865
C -1.312 -1.498 -1.992
H -1.750 2.847 -0.645
H 3.077 -2.117 -0.990
H -2.330 -2.709 -3.451
Cl 0.187 0.088 4.836
C -1.993 1.954 -1.235
N -0.092 -1.171 -1.477
H 3.101 1.134 0.948
C 2.302 -1.345 -1.049
H 3.946 -0.322 1.638
O 1.600 3.187 -1.832
H -4.036 0.779 1.135
H 1.986 -3.009 -3.348
Ni 0.033 0.045 -0.070
H 1.208 4.001 -1.455
H 1.313 -1.900 2.717
H 2.470 -2.867 1.711
C -2.531 -0.890 -1.307
C 2.985 0.200 1.510
H -3.292 -0.546 -2.020
H 2.733 -0.408 -1.461
H -0.201 -3.592 -4.407
O 0.242 0.977 5.989
C 1.050 -2.608 -2.960
H -2.745 -0.197 1.959
*
```